No. 1
DFT (ωB97M-V with the def2-TZVPD basis set) results for a structure of composition C3H10N4O2S in a non-equilibrium geometry.

Structure (XYZ):
```
20
Properties=species:S:1:pos:R:3:forces:R:3
C -0.417831 1.351084 0.344881 -0.464 1.420 -3.352
C 2.583160 -0.150588 -0.853892 -2.313 -1.715 0.141
C -0.432654 -1.831609 0.727171 -0.041 0.054 -1.610
N -1.125106 1.662860 1.468747 -0.715 1.665 1.161
N 1.410500 0.768561 -0.856444 -0.018 -0.365 3.100
N -1.689200 -1.094429 0.766905 0.135 -0.883 -0.177
N 0.803862 0.863903 0.316928 -0.405 0.190 0.540
O -1.243315 -0.547257 -1.682585 1.613 -0.243 -1.491
O -3.017396 0.634897 -0.532155 2.024 -0.862 0.817
S -1.788143 -0.173524 -0.430378 -4.009 0.201 0.315
H -0.819003 1.876592 -0.629313 0.923 -0.525 1.669
H 2.786447 -0.525693 0.234846 -0.152 1.442 -2.053
H 2.246098 -1.130441 -1.386242 1.009 1.727 0.408
H 3.309118 0.462193 -1.359856 1.052 -0.768 0.022
H 0.341326 -1.138662 0.886185 1.397 0.904 0.802
H -0.289439 -2.670671 1.322340 -0.667 -0.995 2.238
H -0.115418 -2.309220 -0.195980 -0.690 0.342 -1.041
H -2.068687 2.055791 1.319869 1.060 -0.370 -0.305
H 0.746232 0.992299 -1.557726 0.177 -0.397 -1.932
H -1.220556 0.903909 2.096691 0.084 -0.820 0.749
```
Positions in Å, forces in eV/Å.

Properties
* strongest force on any atom: 4.026 eV/Å
* ΔE to the lowest compared entry with this formula, charge and spin: 5.107 eV
* orbital gap (alpha / beta): 7.490 / 7.490 eV
* calculated total energy: -24158.8977 eV
* HOMO level (alpha / beta): -0.31347 / -0.31353 Eh
* lowest unoccupied orbital energy (alpha / beta): -1.040 / -1.041 eV

Mulliken population analysis, charges in e, atoms 1 to 6: number 1, C, carries -0.42; number 2, C, carries -0.73; number 3, C, carries -0.86; number 4, N, carries -0.65; number 5, N, carries 0.11; number 6, N, carries -0.35

=====

No. 2
DFT (ωB97M-V with the def2-TZVPD basis set) results for the ion C3H10N5 with charge +1 in a non-equilibrium geometry.

Structure (XYZ):
```
18
Properties=species:S:1:pos:R:3:forces:R:3
C 0.676622 0.864799 0.666852 -0.622 0.212 1.738
C -1.898754 -1.763594 -0.378697 -0.158 -3.187 0.321
C 2.978750 0.442747 0.232753 0.596 3.085 -0.634
N -0.424946 1.609564 0.751826 3.841 1.910 -2.864
N -1.646098 1.454674 0.695484 -2.095 1.819 3.725
N -2.157504 0.566196 -0.029156 -2.647 -4.802 -3.751
N -1.370574 -0.485330 -0.544183 2.593 2.852 -2.887
N 1.672554 1.071136 -0.180679 0.437 -2.559 4.249
H 0.839811 0.290440 1.610189 0.609 -0.302 -1.077
H -1.712056 -2.141507 0.673857 -0.693 0.459 -1.151
H -2.953542 -1.844823 -0.718711 0.307 -0.127 0.502
H -1.316439 -2.464573 -1.057336 -0.669 0.856 0.784
H 3.259138 0.687599 1.291121 -0.346 -0.003 -1.183
H 2.949785 -0.570369 0.081979 -0.256 -2.572 -0.177
H 3.712688 0.831065 -0.511351 -0.258 -0.144 0.959
H -3.121063 0.199326 0.010916 0.391 1.253 1.167
H -1.147265 -0.304548 -1.580174 -0.406 -0.190 2.039
H 1.658901 1.557206 -1.014697 -0.623 1.439 -1.762
```
Positions in Å, forces in eV/Å.

Properties
* strongest force on any atom: 6.644 eV/Å
* ΔE to the lowest compared entry with this formula, charge and spin: 2.313 eV
* orbital gap (alpha / beta): 6.928 / 6.626 eV
* 2S+1: 3
* charge: +1
* calculated total energy: -10709.6530 eV
* HOMO level (alpha / beta): -0.39253 / -0.49958 Eh
* lowest unoccupied orbital energy (alpha / beta): -3.754 / -6.968 eV

Mulliken population analysis, charges in e, atoms 1 to 6: number 1, C, carries 0.21; number 2, C, carries -0.87; number 3, C, carries -0.85; number 4, N, carries 0.07; number 5, N, carries -0.50; number 6, N, carries 0.06

=====

No. 3
DFT (ωB97M-V with the def2-TZVPD basis set) results for a cluster of 2 separate species, C3H10N7 in total in a non-equilibrium geometry.

Structure (XYZ):
```
20
Properties=species:S:1:pos:R:3:forces:R:3
C 2.668035 -0.390053 -1.213222 -0.155 0.399 -0.103
C 2.851281 0.036606 1.351150 -0.443 4.347 -0.788
C 2.044902 0.268473 0.033848 0.972 1.108 0.271
N -0.323633 0.162920 -0.008791 -4.019 -0.605 0.788
N -1.493438 0.247410 0.002195 2.792 0.693 -0.579
N -3.834677 -0.723907 0.316671 -0.839 1.876 -0.724
N -3.790095 -1.601487 1.080354 -1.053 -3.335 -1.200
N 0.739656 -0.262508 0.232838 -0.033 -1.243 0.156
N -4.234518 0.270881 -0.163833 -1.869 -0.642 0.668
N -3.814576 0.861239 -1.205703 5.288 -1.316 -0.837
H 3.788008 -0.216966 -1.158982 -1.432 -0.075 -0.622
H 2.466074 -1.483808 -1.212698 0.224 0.712 -0.004
H 2.113498 0.090458 -2.092002 1.353 -0.836 0.828
H 2.485226 0.681868 2.220574 0.057 -1.246 -1.125
H 3.808242 0.502471 1.117771 0.325 -0.236 0.142
H 3.005883 -0.952512 1.585017 0.045 -2.271 0.574
H 1.866519 1.354801 -0.194357 0.770 -0.726 0.500
H -3.344075 -1.352646 1.889925 1.882 0.689 3.169
H -4.310108 1.656831 -1.395186 -1.356 2.486 -0.585
H -2.692197 0.849920 -1.185576 -2.510 0.223 -0.530
```
Positions in Å, forces in eV/Å.

Properties
* strongest force on any atom: 5.513 eV/Å
* ΔE to the lowest compared entry with this formula, charge and spin: 7.770 eV
* orbital gap: 8.315 eV
* charge: +1
* calculated total energy: -13689.7921 eV
* HOMO level: -0.49330 Eh
* lowest unoccupied orbital energy: -5.109 eV

Mulliken population analysis, charges in e, atoms 1 to 6: number 1, C, carries -1.16; number 2, C, carries -1.27; number 3, C, carries 0.38; number 4, N, carries 1.01; number 5, N, carries -1.07; number 6, N, carries 0.82

=====

No. 4
DFT (ωB97M-V with the def2-TZVPD basis set) results for the ion C3H10N7 with charge +1 in a non-equilibrium geometry.

Structure (XYZ):
```
20
Properties=species:S:1:pos:R:3:forces:R:3
N -3.339621 0.987675 -0.007381 -0.149 0.672 -0.547
C -2.132983 0.374557 -0.035047 0.225 -1.875 1.323
N -1.960061 -0.956420 -0.036841 -0.793 0.970 -0.189
C -0.638736 -1.160858 0.084040 -1.413 0.837 0.068
N -0.179667 -2.413564 0.106226 0.703 0.395 0.355
N 0.030225 -0.006800 0.215192 1.472 0.639 0.488
C 1.720775 0.356998 -0.213757 -1.582 -0.309 -5.502
N 2.482221 -0.743605 0.016934 0.537 -0.705 0.825
N 2.068429 1.587528 0.135510 1.187 2.690 3.590
N -0.944956 0.996004 0.166817 -0.744 -0.146 -1.015
H -4.181738 0.426486 0.194390 0.994 0.400 -0.528
H -3.428180 1.778832 -0.654467 -0.338 -0.507 0.684
H -0.806382 -3.168635 0.212607 -1.040 -0.340 -0.101
H 0.646835 -2.644789 -0.360511 1.465 -0.172 -0.289
H 1.636508 0.509670 -1.342782 -0.853 -1.122 1.192
H 2.858932 -1.230292 -0.816715 -0.189 0.649 1.358
H 2.966659 -0.774341 0.921727 -0.067 -0.401 -0.933
H 1.591778 2.444483 -0.175270 0.348 -1.099 -0.015
H 2.511852 1.684123 1.062733 -0.470 0.243 -0.687
H -0.901892 1.952954 0.526591 0.708 -0.815 -0.076
```
Positions in Å, forces in eV/Å.

Properties
* strongest force on any atom: 5.733 eV/Å
* ΔE to the lowest compared entry with this formula, charge and spin: 0.315 eV
* orbital gap: 10.157 eV
* charge: +1
* calculated total energy: -13697.2471 eV
* HOMO level: -0.47435 Eh
* SMILES string: Nc1nc(=[NH2+])n(C(N)N)[nH]1
* lowest unoccupied orbital energy: -2.751 eV

Mulliken population analysis, charges in e, atoms 1 to 6: number 1, N, carries -0.43; number 2, C, carries 0.43; number 3, N, carries -0.61; number 4, C, carries 0.44; number 5, N, carries -0.34; number 6, N, carries 0.13

=====

No. 5
DFT (ωB97M-V with the def2-TZVPD basis set) results for a cluster of 2 separate species, C3H10NO in total.

Structure (XYZ):
```
15
Properties=species:S:1:pos:R:3:forces:R:3
C 1.060775 2.266069 1.680883 0.251 0.104 -0.075
O 1.075827 1.930915 0.366901 -0.185 -0.091 0.149
H 1.276447 1.413746 2.375432 -0.142 -0.034 0.062
H 1.827671 3.027863 1.980854 -0.011 0.056 -0.067
H 0.094412 2.708671 2.040951 -0.015 -0.061 0.057
C -0.748434 -2.148522 -1.394560 0.026 0.181 0.019
C -0.238898 -0.758238 -1.068090 0.119 0.174 0.308
N -0.434673 -0.466636 0.349780 -0.373 0.296 0.066
H -1.832137 -2.169029 -1.251128 0.007 -0.218 0.130
H -0.552561 -2.443724 -2.422858 0.093 -0.015 -0.209
H -0.260621 -2.848849 -0.718966 -0.167 -0.203 0.032
H 0.831073 -0.660908 -1.255539 0.051 -0.134 -0.042
H -0.713272 -0.023220 -1.722518 -0.136 0.155 -0.174
H 0.040697 0.448721 0.523690 0.271 -0.045 -0.186
H -1.426307 -0.276858 0.515168 0.212 -0.164 -0.069
```
Positions in Å, forces in eV/Å.

Properties
* strongest force on any atom: 0.480 eV/Å
* ΔE to the lowest compared entry with this formula, charge and spin: 0.618 eV
* orbital gap: 6.535 eV
* charge: -1
* calculated total energy: -6810.1572 eV
* HOMO level: -0.08938 Eh
* lowest unoccupied orbital energy: 4.102 eV

Mulliken population analysis, charges in e, atoms 1 to 6: number 1, C, carries -0.69; number 2, O, carries -0.89; number 3, H, carries 0.18; number 4, H, carries 0.22; number 5, H, carries 0.15; number 6, C, carries -1.11

=====

No. 6
DFT (ωB97M-V with the def2-TZVPD basis set) results for a cluster of 2 separate species, C3H10NO in total in a non-equilibrium geometry.

Structure (XYZ):
```
15
Properties=species:S:1:pos:R:3:forces:R:3
C 1.503803 1.569129 -1.698304 0.052 -0.922 -0.500
C 1.221813 0.762462 -0.480409 -0.883 0.310 0.347
C 0.493605 -0.336061 -0.461509 -0.911 0.166 0.325
N 0.040754 -0.902188 0.840665 1.370 -1.091 -0.480
H 0.643581 2.224248 -1.848935 0.363 0.393 0.038
H 2.464120 2.078388 -1.669554 -0.238 0.268 0.151
H 1.525155 0.895854 -2.558297 0.015 0.116 -0.061
H 1.371107 1.218722 0.495258 0.574 0.016 -0.020
H -0.062504 -0.838975 -1.244655 0.663 0.086 -0.350
H 0.153000 -0.299395 1.654922 -0.545 0.260 -0.142
H -0.879109 -1.333908 0.743282 -0.776 0.680 0.529
H 0.643894 -1.701763 1.028733 0.245 -0.205 0.185
H -3.450356 -0.548318 1.402844 0.226 0.050 -0.375
H -2.962115 -1.626725 2.302753 0.247 -0.201 -0.135
O -2.706748 -1.161464 1.493199 -0.400 0.074 0.488
```
Positions in Å, forces in eV/Å.

Properties
* strongest force on any atom: 1.815 eV/Å
* ΔE to the lowest compared entry with this formula, charge and spin: 0.719 eV
* orbital gap: 11.384 eV
* charge: +1
* calculated total energy: -6803.5914 eV
* HOMO level: -0.53991 Eh
* lowest unoccupied orbital energy: -3.308 eV

Mulliken population analysis, charges in e, atoms 1 to 6: number 1, C, carries -1.10; number 2, C, carries -0.16; number 3, C, carries -0.08; number 4, N, carries -0.27; number 5, H, carries 0.29; number 6, H, carries 0.35